[1]
This record from the OMol25 dataset describes C14H11N4O3S2Ti as an isolated structure in a non-equilibrium geometry. The level of theory is ωB97M-V/def2-TZVPD.

Last column: Löwdin spin population.
Cartesian coordinates (Å):
1 Ti -0.5414 -0.7350 -0.9856  0.0153
2 N -0.0935 -4.8077 1.5319  0.0174
3 C 0.0230 -3.6305 0.7751  0.0418
4 S -1.1314 -2.3808 1.0472  0.0087
5 N 0.9755 -3.5970 -0.0901  0.0015
6 N 1.0268 -2.4169 -0.8301  0.2531
7 C 2.2678 -2.1660 -1.2289  0.1457
8 C 2.5551 -0.9848 -1.9249  0.1183
9 C 3.8269 -0.6172 -2.4265  0.0420
10 C 3.9709 0.5800 -3.0736  0.0499
11 C 2.8553 1.4295 -3.2358  0.1143
12 C 1.6418 1.0033 -2.7200  0.0072
13 N 1.4837 -0.1531 -2.0939  0.1361
14 H -0.5897 -4.6296 2.3918  0.0014
15 H 0.8119 -5.2307 1.6877  0.0012
16 H 3.0561 -2.8606 -0.9539  0.0105
17 H 4.6667 -1.2880 -2.2832  0.0000
18 H 4.9425 0.8766 -3.4564  0.0012
19 H 2.9366 2.3867 -3.7333  0.0095
20 H 0.7346 1.5923 -2.8044  -0.0015
21 O 0.6494 2.0867 1.8225  0.0002
22 C -0.2233 1.4428 1.2398  0.0006
23 O 0.0719 0.5671 0.3441  0.0046
24 C -1.6762 1.7112 1.6149  0.0003
25 C -1.8280 2.7069 2.5905  0.0000
26 C -3.0552 3.1183 3.0701  0.0000
27 C -4.1999 2.5111 2.5554  0.0000
28 C -4.0813 1.5289 1.6003  0.0000
29 C -2.8329 1.0850 1.0937  0.0000
30 S -2.9446 -0.1543 -0.1203  0.0006
31 H -0.9121 3.1504 2.9573  0.0000
32 H -3.1224 3.8924 3.8265  0.0000
33 H -5.1864 2.8034 2.9034  0.0000
34 H -4.9677 1.0510 1.2000  0.0000
35 O -1.1103 0.1285 -2.2912  0.0202

2S+1: 2
Net charge: -2
HOMO energy (spin up / spin down), eV: 0.4 / -0.9
Energy relative to the best compared isomer or geometry (same formula, charge and spin), kcal/mol: 23.58
HOMO-LUMO gap (spin up / spin down), eV: 4.848 / 6.102



[2]
This record from the OMol25 dataset describes an isolated molecule of C14H12 in a non-equilibrium geometry. The level of theory is ωB97M-V/def2-TZVPD.

Last column: Löwdin charge in e.
Cartesian coordinates (Å):
1 C -3.5932 0.5938 -0.4059  -0.0666
2 C -3.4942 -0.8235 -0.6112  -0.0331
3 C -2.2500 -1.4182 -0.3127  -0.0545
4 C -1.2188 -0.7013 0.0784  -0.2277
5 C -1.1941 0.6605 0.1790  -0.2084
6 C -2.4593 1.2819 -0.0184  -0.0493
7 C -0.0444 1.4525 0.6726  -0.0740
8 C 1.3132 0.7678 0.2631  -0.1465
9 C 2.3297 1.4389 -0.3356  -0.0491
10 C 3.4529 0.6346 -0.6477  -0.0945
11 C 3.5620 -0.7575 -0.4605  -0.0582
12 C 2.3767 -1.3578 -0.0069  -0.0781
13 C 1.2942 -0.6729 0.2734  -0.2260
14 C 0.0539 -1.2911 0.6787  -0.0918
15 H -4.4511 1.2786 -0.6434  0.1148
16 H -4.2486 -1.4350 -0.8646  0.0523
17 H -2.0352 -2.5023 -0.3698  0.1267
18 H -2.4545 2.3389 0.0241  0.0905
19 H -0.2051 2.5226 0.2174  0.1413
20 H -0.2320 1.6086 1.8447  0.1691
21 H 2.1036 2.4730 -0.8569  0.1560
22 H 4.3290 1.1454 -0.9423  0.0755
23 H 4.5553 -1.2520 -0.4051  0.1146
24 H 2.5517 -2.3898 0.2825  0.1187
25 H 0.0749 -2.4412 0.5862  0.1478
26 H -0.1166 -1.1547 1.7811  0.1503

2S+1: 1
SMILES string: c1ccc2c(c1)Cc1ccccc1C2
HOMO energy, eV: -8.8
Energy relative to the best compared isomer or geometry (same formula, charge and spin), kcal/mol: 8.91
HOMO-LUMO gap, eV: 9.724



[3]
This record from the OMol25 dataset describes C14H12AlBr2N3O5S as an isolated structure. The level of theory is ωB97M-V/def2-TZVPD.

Last column: Löwdin charge in e.
Cartesian coordinates (Å):
1 Al 0.3473 -0.8679 0.5720  -0.0643
2 O 2.0912 -0.6069 3.9618  0.1323
3 C 1.7493 -0.6644 2.8135  -0.4787
4 O 0.5163 -0.7219 2.3579  0.0475
5 C 2.7585 -0.6794 1.6299  -0.4457
6 O 3.9513 -0.5797 1.7315  0.1272
7 O 2.1228 -0.8143 0.4696  -0.0360
8 C 0.3002 2.5023 0.7694  0.0097
9 C -1.0444 1.8650 0.6229  -0.2572
10 C -2.2443 2.5983 0.5994  0.0139
11 C -3.4483 1.9512 0.5176  0.0051
12 C -3.4925 0.5432 0.4670  -0.1750
13 C -4.6561 -0.2560 0.4095  -0.6178
14 Br -6.3688 0.5611 0.4091  0.7775
15 C -4.5679 -1.6193 0.3547  -0.1567
16 C -3.3164 -2.2562 0.3536  -0.5893
17 Br -3.2489 -4.1371 0.2720  0.8107
18 C -2.1363 -1.5427 0.4070  -0.3349
19 O -0.9330 -2.0808 0.4005  -0.0415
20 C -2.2506 -0.1225 0.4686  -0.1004
21 N -1.0703 0.5513 0.5327  0.1259
22 H 0.2467 3.5870 0.7213  0.0872
23 H 0.9741 2.1325 -0.0064  0.0732
24 H 0.7329 2.2138 1.7306  0.1029
25 H -2.2030 3.6771 0.6556  0.1182
26 H -4.3748 2.5082 0.4937  0.0877
27 H -5.4660 -2.2181 0.3099  0.0986
28 C 4.4381 -1.1619 -2.1357  -0.0447
29 N 3.0001 -1.3465 -2.2133  -0.0251
30 C 2.1265 -0.3585 -2.1815  -0.8211
31 N 2.5547 0.8960 -2.3456  0.1423
32 S 0.4561 -0.6631 -1.9461  0.8131
33 H 4.9201 -2.1297 -2.2327  0.0949
34 H 4.7214 -0.7320 -1.1706  0.0953
35 H 4.7889 -0.5260 -2.9501  0.0862
36 H 2.6317 -2.2437 -1.9490  0.1354
37 H 3.5283 1.1227 -2.4630  0.1046
38 H 1.8651 1.6187 -2.4372  0.0988

2S+1: 1
HOMO energy, eV: -8.3
Energy relative to the best compared isomer or geometry (same formula, charge and spin), kcal/mol: 5.58
HOMO-LUMO gap, eV: 7.574



[4]
This record from the OMol25 dataset describes C14H12AsIrN5O2S4 as an isolated structure in a non-equilibrium geometry. The level of theory is ωB97M-V/def2-TZVPD.

Last column: Löwdin spin population.
Cartesian coordinates (Å):
1 Ir 12.5546 12.3693 7.0480  1.3225
2 S 15.4555 16.0245 5.9530  0.0103
3 As 15.0400 14.0099 5.5937  -0.0066
4 S 14.8717 12.6793 7.4782  0.5575
5 S 12.8519 13.8342 5.2227  0.2701
6 S 16.3965 12.6373 4.6410  0.4090
7 O 6.3029 9.4721 5.8706  0.0011
8 C 6.4483 10.7976 6.4937  0.0078
9 C 7.8744 11.2105 6.5906  0.0578
10 C 8.2354 12.4029 7.3133  0.0947
11 C 9.5450 12.7466 7.4474  0.0224
12 N 10.5678 12.0014 6.9324  0.1691
13 C 10.2679 10.8100 6.2963  0.1268
14 C 8.9154 10.4997 6.0196  0.0319
15 C 11.4511 10.0062 5.9393  0.1344
16 C 11.3452 8.7570 5.3736  0.0319
17 C 12.4617 7.9774 5.2542  0.0862
18 C 12.2019 6.4881 5.0516  0.0114
19 O 13.0434 5.6735 5.8735  0.0023
20 C 13.7749 8.6451 5.4143  0.0997
21 C 13.7926 10.0062 5.5670  0.0514
22 N 12.6745 10.7150 6.0329  0.3170
23 H 5.3448 9.3607 5.7838  0.0001
24 H 6.0673 10.5846 7.5006  0.0014
25 H 5.7098 11.4346 6.0454  0.0018
26 H 7.5073 13.1204 7.7554  0.0073
27 H 9.7412 13.7693 7.8646  0.0057
28 H 8.6455 9.5780 5.4990  0.0003
29 H 10.3376 8.3825 5.2647  -0.0003
30 H 12.3217 6.2681 3.9825  0.0050
31 H 11.0699 6.2426 5.2661  0.0012
32 H 12.5015 5.4618 6.6838  0.0002
33 H 14.7274 8.1087 5.3149  0.0074
34 H 14.6423 10.6351 5.3368  0.0004
35 N 12.4906 11.4519 8.7367  0.0551
36 C 12.4681 10.5396 9.5249  0.0645
37 N 12.4832 9.7051 10.4940  0.0361
38 C 12.6936 8.4415 10.2206  0.0061
39 N 12.9385 7.3125 10.0155  -0.0010

2S+1: 5
Net charge: -1
HOMO energy (spin up / spin down), eV: -3.2 / -5.5
Energy relative to the best compared isomer or geometry (same formula, charge and spin), kcal/mol: 17.22
HOMO-LUMO gap (spin up / spin down), eV: 5.279 / 5.432



[5]
This record from the OMol25 dataset describes C14H12AuF5IN5O5S2Te as an isolated structure. The level of theory is ωB97M-V/def2-TZVPD.

Last column: Löwdin charge in e.
Cartesian coordinates (Å):
1 Au -0.8546 -0.1124 -4.5202  0.7725
2 O -1.0915 2.7236 -3.7328  -0.1469
3 N -1.8082 2.6562 -4.7036  -0.2822
4 O -1.9119 1.5000 -5.2605  -0.3715
5 N 1.7181 2.8430 4.6373  0.0634
6 C 1.0831 1.7356 4.0277  -0.3393
7 C -0.3021 1.7031 3.8910  -0.0425
8 C -0.9273 0.6076 3.3158  -0.0561
9 C -0.1748 -0.4664 2.8590  -0.2730
10 C 1.2025 -0.4471 3.0133  -0.0821
11 C 1.8294 0.6427 3.5981  -0.0513
12 S -0.9599 -1.8274 2.0016  0.5182
13 O 0.0062 -2.8979 2.0340  -0.3356
14 O -2.2103 -2.0368 2.7161  -0.3901
15 N -1.1333 -1.3071 0.5346  -0.1425
16 C -2.0948 -0.3964 0.2478  -0.7191
17 S -3.7607 -0.4495 0.8673  0.9789
18 C -4.1539 0.9068 -0.1258  -0.4584
19 C -3.0609 1.2936 -0.8229  -0.2753
20 N -1.9146 0.5771 -0.6084  0.0393
21 H 1.1969 3.6978 4.5070  0.0713
22 H 2.6618 2.9711 4.3019  0.0713
23 H -0.8926 2.5472 4.2321  0.1024
24 H -2.0040 0.5830 3.2040  0.0995
25 H 1.7705 -1.2975 2.6581  0.1064
26 H 2.9087 0.6537 3.7147  0.1027
27 H -5.1371 1.3491 -0.1329  0.0355
28 H -3.0277 2.1153 -1.5261  0.0884
29 I 4.0264 -0.6049 -4.2778  0.7392
30 C 2.8964 -0.0321 -2.5822  -0.8087
31 C 3.3995 -0.3227 -1.3244  -0.1584
32 C 2.6057 0.0254 -0.2417  -0.0738
33 C 1.3814 0.6324 -0.4621  -0.0572
34 C 0.9967 0.8893 -1.7685  -0.1454
35 N 1.7552 0.5589 -2.8177  0.0142
36 H 4.3468 -0.8276 -1.2035  0.0797
37 H 2.9315 -0.2054 0.7650  0.0904
38 H 0.7094 0.8699 0.3507  0.0906
39 H 0.0367 1.3335 -1.9927  0.0589
40 F -1.8812 -2.2370 -2.3129  -0.3820
41 Te -0.2852 -3.0656 -2.7879  1.7213
42 F 1.1214 -4.2169 -3.2630  -0.3943
43 F -0.6934 -4.3010 -1.4625  -0.3612
44 F 0.8849 -2.3333 -1.5463  -0.3459
45 F -1.3302 -4.1567 -3.9157  -0.4032
46 O 0.1412 -1.8744 -4.0849  -0.7481

2S+1: 1
Net charge: -2
HOMO energy, eV: -2.4
Energy relative to the best compared isomer or geometry (same formula, charge and spin), kcal/mol: 11.82
HOMO-LUMO gap, eV: 6.322



[6]
This record from the OMol25 dataset describes C14H12AuN5O4S as an isolated structure. The level of theory is ωB97M-V/def2-TZVPD.

Last column: Löwdin charge in e.
Cartesian coordinates (Å):
1 Au 0.4416 0.7748 1.9207  0.5804
2 O -1.7070 -4.6841 1.1123  0.1074
3 C -0.5304 -4.7343 0.5123  -0.5203
4 O -0.2627 -5.5666 -0.3222  0.0855
5 C 0.4806 -3.7088 0.8990  -0.0725
6 C 1.7730 -3.7606 0.4318  -0.0131
7 N 2.4061 -2.6883 0.9361  0.0082
8 N 1.6195 -1.9267 1.7017  0.0821
9 C 0.4432 -2.5310 1.6941  -0.1804
10 C -0.7132 -1.9392 2.4463  -0.5841
11 O -1.6811 -2.6705 2.6889  0.0439
12 O -0.6447 -0.7252 2.8228  -0.1964
13 H -1.7270 -3.9470 1.8007  0.0528
14 H 2.2460 -4.4821 -0.2118  0.1365
15 H 3.3646 -2.4178 0.8026  0.1572
16 C 2.1071 5.0388 -0.6165  -0.0353
17 N 1.0859 4.1036 -1.0552  -0.1262
18 C 0.2656 4.2536 -2.1583  -0.0317
19 C -0.5600 3.1941 -2.1807  -0.0167
20 N -0.2415 2.4002 -1.0902  0.0003
21 C 0.7819 2.9619 -0.4039  -0.6622
22 S 1.6364 2.4679 0.9930  0.5963
23 C -0.8372 1.1083 -0.8682  -0.3501
24 C -1.9915 1.0100 -0.1113  -0.0266
25 C -2.5403 -0.2536 0.0468  -0.0432
26 C -1.9186 -1.3300 -0.5631  -0.0430
27 C -0.7675 -1.1036 -1.3054  -0.1106
28 N -0.2276 0.1034 -1.4669  0.1532
29 H 2.1687 5.8439 -1.3432  0.0931
30 H 3.0683 4.5333 -0.5482  0.0873
31 H 1.8497 5.4404 0.3622  0.0934
32 H 0.3505 5.0968 -2.8189  0.1251
33 H -1.3335 2.9102 -2.8703  0.1324
34 H -2.4193 1.8871 0.3539  0.1223
35 H -3.4217 -0.3982 0.6565  0.1242
36 H -2.3056 -2.3343 -0.4546  0.1146
37 H -0.2585 -1.9263 -1.7932  0.1162

2S+1: 1
HOMO energy, eV: -8.7
Energy relative to the best compared isomer or geometry (same formula, charge and spin), kcal/mol: 0.00
HOMO-LUMO gap, eV: 8.951



Please write out number 1 again, unchanged.
This record from the OMol25 dataset describes C14H11N4O3S2Ti as an isolated structure in a non-equilibrium geometry. The level of theory is ωB97M-V/def2-TZVPD.

Last column: Löwdin spin population.
Cartesian coordinates (Å):
1 Ti -0.5414 -0.7350 -0.9856  0.0153
2 N -0.0935 -4.8077 1.5319  0.0174
3 C 0.0230 -3.6305 0.7751  0.0418
4 S -1.1314 -2.3808 1.0472  0.0087
5 N 0.9755 -3.5970 -0.0901  0.0015
6 N 1.0268 -2.4169 -0.8301  0.2531
7 C 2.2678 -2.1660 -1.2289  0.1457
8 C 2.5551 -0.9848 -1.9249  0.1183
9 C 3.8269 -0.6172 -2.4265  0.0420
10 C 3.9709 0.5800 -3.0736  0.0499
11 C 2.8553 1.4295 -3.2358  0.1143
12 C 1.6418 1.0033 -2.7200  0.0072
13 N 1.4837 -0.1531 -2.0939  0.1361
14 H -0.5897 -4.6296 2.3918  0.0014
15 H 0.8119 -5.2307 1.6877  0.0012
16 H 3.0561 -2.8606 -0.9539  0.0105
17 H 4.6667 -1.2880 -2.2832  0.0000
18 H 4.9425 0.8766 -3.4564  0.0012
19 H 2.9366 2.3867 -3.7333  0.0095
20 H 0.7346 1.5923 -2.8044  -0.0015
21 O 0.6494 2.0867 1.8225  0.0002
22 C -0.2233 1.4428 1.2398  0.0006
23 O 0.0719 0.5671 0.3441  0.0046
24 C -1.6762 1.7112 1.6149  0.0003
25 C -1.8280 2.7069 2.5905  0.0000
26 C -3.0552 3.1183 3.0701  0.0000
27 C -4.1999 2.5111 2.5554  0.0000
28 C -4.0813 1.5289 1.6003  0.0000
29 C -2.8329 1.0850 1.0937  0.0000
30 S -2.9446 -0.1543 -0.1203  0.0006
31 H -0.9121 3.1504 2.9573  0.0000
32 H -3.1224 3.8924 3.8265  0.0000
33 H -5.1864 2.8034 2.9034  0.0000
34 H -4.9677 1.0510 1.2000  0.0000
35 O -1.1103 0.1285 -2.2912  0.0202

2S+1: 2
Net charge: -2
HOMO energy (spin up / spin down), eV: 0.4 / -0.9
Energy relative to the best compared isomer or geometry (same formula, charge and spin), kcal/mol: 23.58
HOMO-LUMO gap (spin up / spin down), eV: 4.848 / 6.102